# 1
Computed, not measured: a 2-piece molecular cluster, C2H10NSi overall in a non-equilibrium geometry, with ωB97M-V/def2-TZVPD.

```
14
Properties=species:S:1:pos:R:3:forces:R:3
C 1.467713 -0.175735 0.995140 2.1 3.2 -1.1
C 1.429302 0.194353 -0.510823 0.8 0.1 -0.3
N 0.134388 -0.161462 -1.139196 -1.1 0.9 -0.8
Si -2.734461 0.240812 0.396795 0.7 0.4 0.2
H 2.535344 -0.390480 1.213730 -0.7 0.6 0.5
H 0.965592 0.550953 1.689982 0.8 -0.6 -0.7
H 1.021020 -1.060179 1.037368 -2.1 -4.0 0.7
H 2.230455 -0.399508 -1.077215 -0.7 1.2 1.0
H -0.024490 -1.162870 -1.191818 0.5 -0.1 0.2
H 0.073966 0.144654 -2.137066 0.3 -0.1 1.2
H -3.170105 0.345376 -0.993025 1.0 -0.2 -0.5
H -4.040256 0.402319 0.972526 -0.4 -0.1 1.1
H 1.609545 1.308425 -0.559442 -0.2 -1.3 -0.6
H -1.498009 0.163343 1.303048 -1.0 0.0 -1.0
```
Forces are in eV/Å.

## Properties
**Relative energy (zero: lowest compared OMol25 entry of this formula, charge and spin)**: 508.7 kJ/mol
**Charge**: +1
**E_tot**: -426.03988 Eh
**Orbital gap**: 5.97 eV
**Multiplicity**: 1

***

# 2
Computed, not measured: C11H23IrN2O4P2 as an isolated structure in a non-equilibrium geometry, with ωB97M-V/def2-TZVPD.

```
43
Properties=species:S:1:pos:R:3:forces:R:3
Ir 0.882382 1.531231 -0.053898 -0.4 -3.7 -1.6
P -1.225638 1.782016 0.132737 -6.1 1.2 -1.5
C -2.215661 0.438530 -0.683180 0.6 -0.3 0.3
C -1.362089 -0.201974 -1.734970 -0.7 0.7 -0.7
N -0.030839 -0.073332 -1.587996 0.4 -0.3 1.9
C 0.784038 -1.012213 -2.112152 0.6 -0.3 -0.7
C 0.364257 -1.764683 -3.209482 0.0 0.3 0.7
C -0.969729 -1.641324 -3.612957 0.0 0.2 -0.2
C -1.858775 -0.880753 -2.852045 0.3 0.2 0.6
C 2.109723 -1.251618 -1.416844 0.1 1.2 -0.3
P 1.934081 -0.577903 0.301265 1.4 -3.4 -0.1
H -2.919962 -0.751847 -3.072516 0.3 -0.5 0.0
H 1.104736 -2.410805 -3.685185 -0.5 0.0 0.0
H -1.324632 -2.155070 -4.500627 0.0 0.0 0.1
H 2.357682 -2.325253 -1.350599 -0.1 0.4 0.0
H 2.922873 -0.731608 -1.948340 -0.1 -0.2 0.1
H -2.411445 -0.262992 0.172639 0.2 0.3 -0.9
H -3.171327 0.813360 -1.073133 0.3 0.2 0.2
H -1.547751 -1.228607 2.702526 -0.9 -0.1 -1.0
O -2.084961 -1.044445 1.862568 0.5 -0.2 0.7
H -2.846656 -1.638051 1.826907 0.1 -0.1 0.4
H 0.335557 -0.595178 3.784855 -0.8 -0.8 0.5
O -0.306731 -1.340119 3.745494 1.1 0.6 0.4
H 0.031542 -2.034209 4.340010 -0.3 0.3 0.0
C 0.872637 -1.816130 1.059094 -0.1 0.2 0.2
H 1.199219 -2.804527 0.714354 0.0 0.1 0.0
H 0.969102 -1.751490 2.148771 -0.2 -0.1 -0.4
H -0.172820 -1.641349 0.775038 0.2 -0.2 0.2
C 3.554064 -0.608564 1.100267 -0.1 0.5 0.1
H 3.397332 -0.418248 2.171447 0.2 -0.1 -0.2
H 4.009856 -1.598764 0.963008 -0.1 0.2 0.0
H 4.188604 0.181538 0.670554 0.0 -0.4 0.2
C -1.564064 3.231839 -0.908697 0.3 0.2 0.2
H -2.559432 3.147769 -1.358953 0.2 0.1 0.1
H -1.504415 4.131830 -0.287589 0.0 0.0 -0.2
H -0.791514 3.281250 -1.685952 -0.3 0.2 -0.1
C -1.976359 2.008152 1.722964 0.5 0.0 1.1
H -1.297726 2.594088 2.352053 -0.3 0.0 0.2
H -2.910239 2.563260 1.592852 0.0 0.1 -0.2
H -2.177887 1.016360 2.152631 0.1 0.3 0.0
O 3.080824 3.377329 0.999185 2.1 2.4 1.9
N 2.344461 2.620885 0.433282 0.6 0.4 -0.4
O 2.787683 1.841620 -0.589386 0.9 0.3 -1.3
```
Forces are in eV/Å.

## Properties
**Relative energy (zero: lowest compared OMol25 entry of this formula, charge and spin)**: 266.2 kJ/mol
**Charge**: +3
**E_tot**: -1629.02703 Eh
**Orbital gap (spin up / spin down)**: 6.60 / 4.16 eV
**Multiplicity**: 6